Entry from the OMol25 dataset: a molecular structure, C5H4BaLiO6 at a distorted geometry (ωB97M-V with the def2-TZVPD basis set).

XYZ file:
```
17
Properties=species:S:1:pos:R:3:forces:R:3:lowdin_charge:R:1
Ba 1.71752 3.24103 0.52979 -0.56 -1.24 0.18 2.06
O 5.20942 6.65171 1.42997 -0.34 -0.58 -0.05 0.34
O -2.79114 -1.69741 -1.11584 -0.15 0.41 0.29 -0.07
O -2.46643 -3.84650 -1.53860 0.13 0.59 0.33 -0.03
O -0.72544 -2.59004 -0.99876 1.05 0.73 0.52 0.02
O 3.67105 4.96742 1.05656 -0.87 -1.03 -0.20 -0.08
O 0.53700 0.67442 0.86146 1.77 2.23 -1.06 -0.22
C -0.91475 -1.14768 1.14517 2.58 0.62 1.97 0.17
C -2.05780 -2.70940 -1.22321 -1.40 -0.98 -0.52 -0.79
C 0.27874 -0.51325 0.67401 -4.46 -2.15 0.63 -0.34
C -0.24112 -1.28099 -0.81741 1.65 0.08 -2.62 -0.10
C 4.46187 5.80632 1.25344 1.25 1.65 0.25 -0.35
Li -4.24860 -2.99933 -1.50674 0.54 -0.07 -0.04 0.86
H -0.85710 -2.20102 1.43029 -0.46 0.19 -0.85 0.13
H 0.73567 -1.31369 -1.32521 0.43 -0.35 0.63 0.14
H -1.61809 -0.48452 1.65611 -0.28 -0.24 -0.48 0.12
H -0.69082 -0.55708 -1.51103 -0.88 0.11 1.02 0.14
```
Positions in Å, forces in eV/Å.

Output
Kohn-Sham gap (spin up / spin down)	6.37 / 6.57	eV
molar mass	304.3	g mol⁻¹
<S²>	0.759
energy	-676.81299	a.u.
strongest force on any atom	0.0971	hartree/bohr
HOMO level (spin up / spin down)	-14.57 / -14.78	eV
2S+1	2
net charge	+2

Entry from the OMol25 dataset: a molecular structure, C5H4Br2S2 at a distorted geometry (ωB97M-V with the def2-TZVPD basis set).

XYZ file:
```
13
Properties=species:S:1:pos:R:3:forces:R:3:lowdin_charge:R:1
Br 0.14475 -3.14208 1.61869 0.07 0.83 -0.28 0.50
Br 0.50912 3.48529 -0.17018 -0.25 1.24 0.03 0.84
S 1.53421 -0.58048 1.24113 0.22 -0.14 0.50 0.80
S -0.17596 0.03612 -1.98072 -0.76 -1.24 -1.04 0.96
C 0.84893 1.67629 0.02246 0.24 0.01 0.16 -0.98
C 0.71891 1.05406 -1.20239 -0.28 -0.16 -0.55 -0.58
C -1.50834 -0.92735 -1.08684 -0.29 0.55 -1.21 -0.32
C -0.03745 -1.20228 1.33587 1.02 0.12 1.10 -0.85
C 1.38691 1.20609 1.14019 -0.11 -0.82 0.66 -0.45
H -1.03879 -1.37375 -0.25464 0.00 -0.05 1.06 -0.11
H -1.81360 -1.77530 -1.69994 0.15 0.29 -0.62 0.04
H 1.82425 1.87718 1.88840 -0.34 -0.69 -0.07 0.08
H -2.39295 -0.33379 -0.85203 0.32 0.06 0.25 0.06
```
Positions in Å, forces in eV/Å.

Output
Kohn-Sham gap	7.66	eV
molar mass	288.0	g mol⁻¹
energy	-6137.10446	a.u.
energy relative to the best compared isomer or geometry (same formula, charge and spin)	120.1	kcal per mole
strongest force on any atom	0.0347	hartree/bohr
HOMO level	-8.40	eV